{
  "formula": "C32H48O16",
  "method": "wB97M-V/def2-TZVPD",
  "relative_energy_kj_mol": 287.3,
  "e_lumo_ev": 0.001,
  "energy_ev": -66721.334,
  "e_homo_ha": -0.353,
  "smiles": "O=C1CCCO1.O=C1CCCO1.O=C1CCCO1.O=C1CCCO1.O=C1CCCO1.O=C1CCCO1.O=C1CCCO1.O=C1CCCO1",
  "species": ["O", "C", "C", "C", "C", "O", "H", "H", "H", "H", "H", "H", "O", "C", "C", "C", "C", "O", "H", "H", "H", "H", "H", "H", "O", "C", "C", "C", "C", "O", "H", "H", "H", "H", "H", "H", "O", "C", "C", "C", "C", "O", "H", "H", "H", "H", "H", "H", "O", "C", "C", "C", "C", "O", "H", "H", "H", "H", "H", "H", "O", "C", "C", "C", "C", "O", "H", "H", "H", "H", "H", "H", "O", "C", "C", "C", "C", "O", "H", "H", "H", "H", "H", "H", "O", "C", "C", "C", "C", "O", "H", "H", "H", "H", "H", "H"],
  "xyz": [[3.403294, -5.070288, 6.361596], [2.929204, -5.225228, 5.229086], [3.380894, -6.152528, 4.127466], [2.521404, -5.773008, 2.959946], [1.631254, -4.644108, 3.405196], [1.951844, -4.420868, 4.768816], [4.413194, -5.817668, 4.025856], [3.537144, -7.208698, 4.347016], [3.053944, -5.411628, 2.080226], [1.958694, -6.676808, 2.726256], [1.678954, -3.729128, 2.814756], [0.581804, -4.937668, 3.429536], [-3.257576, -0.636008, 7.240306], [-3.707766, -0.330498, 6.124306], [-4.439066, 0.903662, 5.737966], [-4.406626, 0.991272, 4.229696], [-3.897976, -0.394598, 3.828656], [-3.547976, -1.114738, 5.015456], [-5.417176, 0.550882, 6.065006], [-4.176116, 1.703192, 6.430576], [-5.346066, 1.254152, 3.743436], [-3.647546, 1.746872, 4.027286], [-4.713876, -0.884108, 3.296886], [-3.032586, -0.292938, 3.173776], [0.557204, -1.868288, 0.950276], [-0.134306, -1.075308, 0.291436], [-1.204226, -0.170438, 0.900736], [-1.599946, 0.755182, -0.291724], [-0.546956, 0.365322, -1.425594], [0.063304, -0.820308, -1.004304], [-1.992676, -0.744008, 1.388036], [-0.642476, 0.329502, 1.689786], [-2.630156, 0.492762, -0.532344], [-1.409816, 1.778932, 0.030596], [-1.106716, 0.255502, -2.354414], [0.139084, 1.194332, -1.599324], [2.749044, 0.479932, 5.927336], [1.842794, -0.234228, 5.567146], [1.607904, -0.763128, 4.157376], [0.150244, -1.109058, 4.277566], [-0.024076, -1.619188, 5.759596], [1.026814, -0.890948, 6.417916], [1.951044, -0.091278, 3.370626], [2.236284, -1.645718, 4.037916], [-0.454286, -0.209698, 4.160116], [-0.154626, -1.859848, 3.548546], [-1.000706, -1.391788, 6.186886], [0.229754, -2.678888, 5.785986], [3.803304, 3.851572, -4.613314], [3.778574, 3.164262, -3.628954], [2.564134, 2.896152, -2.632434], [3.111494, 1.699272, -1.883804], [4.597504, 1.870172, -2.021914], [4.807364, 2.380662, -3.313374], [2.633804, 3.820362, -2.058774], [1.749604, 2.599642, -3.293274], [2.827424, 1.619472, -0.834504], [2.609854, 0.847342, -2.342804], [5.080534, 2.449622, -1.235134], [5.053964, 0.881192, -1.981234], [-2.992746, 3.591362, -2.094924], [-2.187056, 4.315002, -1.586334], [-0.718146, 4.161662, -1.628984], [-0.228256, 4.776022, -0.372454], [-1.348886, 5.717632, 0.021756], [-2.531056, 5.259902, -0.624364], [-0.498286, 3.104152, -1.775324], [-0.415256, 4.776982, -2.476184], [-0.269996, 4.087932, 0.471866], [0.751714, 5.252182, -0.340514], [-1.372836, 5.784872, 1.109416], [-1.206896, 6.764862, -0.245174], [-3.056796, -2.874828, -2.767294], [-3.045866, -1.910708, -3.487464], [-2.511676, -1.828688, -4.887894], [-3.026446, -0.477958, -5.305274], [-3.785886, 0.209412, -4.167014], [-3.703126, -0.723018, -3.136784], [-1.430046, -1.959228, -4.854134], [-2.899056, -2.580338, -5.575684], [-2.321556, 0.124342, -5.878384], [-3.769236, -0.611748, -6.091694], [-3.408386, 1.179382, -3.843374], [-4.793686, 0.446742, -4.507754], [-0.017986, 0.181872, -4.503084], [1.025854, -0.088608, -5.041174], [1.475854, 0.230522, -6.443194], [2.994134, 0.207832, -6.234764], [3.101944, -0.831208, -5.100304], [1.913734, -0.728868, -4.337374], [1.060324, -0.557638, -7.071084], [1.324714, 1.235432, -6.837404], [3.636354, 0.030302, -7.097394], [3.366284, 1.176362, -5.900764], [3.195374, -1.845518, -5.488294], [3.971574, -0.585038, -4.490994]],
  "atomic_forces_ev_per_a": [[-1.29, -0.67, -2.88], [0.96, 0.37, 3.09], [1.54, 0.92, 0.49], [-0.05, -0.89, -1.30], [-1.36, -0.40, 0.50], [0.36, 0.72, 0.75], [0.24, 0.12, -0.36], [-0.75, 0.11, 0.30], [0.26, -0.55, 0.01], [-0.25, 0.32, -0.54], [0.40, 0.05, 0.18], [-0.11, -0.01, -0.32], [-1.45, 0.57, -3.27], [2.42, -0.97, 2.22], [-1.36, -0.79, 1.21], [1.08, 0.83, 0.64], [-0.59, 0.33, -0.49], [0.13, 0.16, 0.37], [-0.63, 0.45, 0.07], [0.10, 0.26, -0.62], [0.14, 0.03, 0.21], [-0.14, 0.09, -0.59], [0.29, -0.55, 0.09], [0.02, -0.37, 0.17], [-1.63, 1.58, -2.03], [1.30, -1.67, 2.48], [1.01, 0.13, -0.98], [1.13, -0.99, 0.91], [-2.80, 1.23, 0.54], [0.84, -0.57, -0.10], [0.03, -0.03, -0.37], [-0.20, 0.28, 0.11], [0.14, 0.66, -0.48], [-0.70, 0.10, -0.32], [0.39, -0.50, -0.01], [0.55, -0.37, 0.26], [-1.06, -0.21, -0.02], [1.90, -0.62, -0.09], [0.06, 0.29, 0.64], [-1.07, -0.84, -0.03], [1.13, 0.53, -1.98], [-0.23, 0.70, 0.80], [-0.46, 0.25, 0.18], [-0.04, -0.24, 0.25], [-0.14, 0.07, -0.16], [-0.22, 0.11, 0.01], [0.27, -0.04, 0.12], [-0.18, -0.01, 0.33], [-0.30, -0.02, 0.52], [-1.41, -0.02, -1.09], [2.59, 0.26, -1.24], [-1.37, 0.39, 0.88], [0.41, -2.50, 0.47], [0.80, 0.39, 0.16], [-1.28, 0.09, 0.07], [-0.51, 0.97, 0.51], [-0.05, 0.31, 0.10], [0.93, -0.54, -0.17], [-0.23, 0.47, -0.15], [0.32, 0.05, -0.05], [-0.09, 0.76, -0.33], [-1.30, -0.80, 1.82], [0.62, 0.12, -1.11], [-0.02, 0.10, 1.70], [0.47, 1.76, 0.02], [0.04, -0.77, -0.44], [0.18, 0.33, -0.23], [0.41, -0.30, -0.35], [0.50, -0.67, -0.28], [-0.08, -0.06, -0.37], [-0.93, -0.49, 0.06], [0.20, 0.05, -0.55], [0.23, 1.15, -0.17], [-1.41, -0.84, 0.58], [0.04, 0.63, 0.19], [-0.33, 1.19, -2.75], [1.02, 0.52, -1.03], [0.21, -1.70, 1.29], [0.00, 0.30, 0.05], [-0.11, -0.34, 0.60], [0.43, 0.26, 0.77], [-0.22, -0.41, -0.04], [0.53, -0.14, 0.16], [-0.37, -0.57, 0.45], [-0.55, 0.31, -0.55], [-2.57, 1.56, 0.34], [1.43, 0.56, -0.06], [0.24, -0.83, 0.23], [1.87, 0.15, -0.84], [1.66, -0.64, 0.25], [0.22, 0.11, -0.33], [-1.28, -0.25, 0.27], [-0.30, -0.60, -0.08], [-0.40, 0.16, 0.35], [0.00, -0.06, 0.07], [-0.17, -0.31, 0.32]],
  "lowdin_charge": [0.08, -0.44, -0.08, -0.15, -0.16, 0.01, 0.13, 0.13, 0.12, 0.12, 0.11, 0.13, 0.08, -0.45, -0.09, -0.14, -0.15, 0.02, 0.14, 0.14, 0.12, 0.11, 0.13, 0.09, 0.06, -0.43, -0.07, -0.08, -0.15, 0.05, 0.11, 0.11, 0.11, 0.09, 0.10, 0.09, 0.10, -0.48, -0.08, -0.16, -0.09, 0.03, 0.12, 0.12, 0.10, 0.10, 0.10, 0.12, 0.11, -0.48, -0.05, -0.17, -0.17, 0.04, 0.13, 0.12, 0.12, 0.10, 0.13, 0.13, 0.13, -0.46, -0.10, -0.16, -0.18, 0.03, 0.10, 0.15, 0.11, 0.12, 0.12, 0.12, 0.12, -0.43, -0.08, -0.17, -0.17, 0.00, 0.11, 0.13, 0.10, 0.11, 0.11, 0.12, 0.10, -0.52, -0.05, -0.13, -0.14, 0.06, 0.14, 0.13, 0.12, 0.11, 0.13, 0.12]
}